(1)
# C5H22NO7S

A cluster of 7 separate species, C5H22NO7S in total (ωB97M-V/def2-TZVPD, the OMol25 dataset).

Last columns: bonded neighbours and bond lengths (Å).
Cartesian coordinates (Å):
1 O -0.4171 -0.7549 1.5689  C2 1.235
2 C 0.6229 -0.1358 1.3250  O1 1.235, N3 1.338, C8 1.513
3 N 0.7035 0.7849 0.3581  C2 1.338, C4 1.459, H9 1.014
4 C -0.4024 1.0588 -0.5538  N3 1.459, C5 1.533, C7 1.529, H10 1.074
5 C 0.2131 1.7489 -1.7766  C4 1.533, S6 1.828, H11 1.085, H12 1.095
6 S 1.5807 0.9042 -2.6473  C5 1.828
7 C -1.3850 2.0253 0.1085  C4 1.529, H13 1.100, H14 1.091, H15 1.092
8 C 1.8879 -0.3357 2.1306  C2 1.513, H16 1.084, H17 1.083, H18 1.090
9 H 1.5774 1.2249 0.0932  N3 1.014
10 H -0.9197 0.1512 -0.8015  C4 1.074
11 H 0.5727 2.7214 -1.4554  C5 1.085
12 H -0.5684 1.9436 -2.5179  C5 1.095
13 H -2.3378 2.0968 -0.4358  C7 1.100
14 H -1.0123 3.0501 0.0654  C7 1.091
15 H -1.6654 1.6478 1.0942  C7 1.092
16 H 2.7274 -0.6640 1.5288  C8 1.084
17 H 2.1110 0.4326 2.8609  C8 1.083
18 H 1.6424 -1.1167 2.8508  C8 1.090
19 H -2.1143 1.9806 3.4283  O21 0.960
20 H -1.0878 0.8334 3.6102  O21 0.961
21 O -2.0270 1.0344 3.5656  H19 0.960, H20 0.961
22 H 1.4759 -1.8613 -1.3714  O24 0.967
23 H 0.4232 -2.8899 -1.6527  O24 0.969
24 O 1.3444 -2.8198 -1.3614  H22 0.967, H23 0.969
25 H 3.9349 1.9362 -0.9271  O27 0.954
26 H 3.4450 0.4032 -0.9723  O27 0.963
27 O 3.9442 1.0809 -0.5038  H25 0.954, H26 0.963
28 H -0.0893 -2.4332 -3.8296  O30 0.965
29 H -1.4617 -1.8855 -3.5097  O30 0.960
30 O -0.7851 -2.4712 -3.1618  H28 0.965, H29 0.960
31 H -2.6451 0.0682 -2.3346  O33 0.966
32 H -3.1336 -0.8304 -1.2275  O33 0.965
33 O -3.0575 -0.7932 -2.1889  H31 0.966, H32 0.965
34 H -0.4126 -2.5568 2.4066  O36 0.970
35 H -1.6230 -2.4809 3.3525  O36 0.958
36 O -1.0616 -3.0984 2.8817  H34 0.970, H35 0.958

The relative energy (zero: lowest compared OMol25 entry of this formula, charge and spin) is 0.000 eV. The total charge is -1. As for the total energy: -1183.4146 Eh.

Here is what natural (NBO) gives for the atomic charges, in e: number 1, O, carries -0.6973; number 2, C, carries 0.6821; number 3, N, carries -0.6118; number 4, C, carries -0.0794; number 5, C, carries -0.5279; number 6, S, carries -0.7109; number 7, C, carries -0.6237; number 8, C, carries -0.7188; number 9, H, carries 0.4333; number 10, H, carries 0.2048; number 11, H, carries 0.1737; number 12, H, carries 0.1889; number 13, H, carries 0.1911; number 14, H, carries 0.1990; number 15, H, carries 0.2265; number 16, H, carries 0.2479; number 17, H, carries 0.2223; number 18, H, carries 0.2218; number 19, H, carries 0.4649; number 20, H, carries 0.4788; number 21, O, carries -0.9402; number 22, H, carries 0.4814; number 23, H, carries 0.4890; number 24, O, carries -0.9825; number 25, H, carries 0.4825; number 26, H, carries 0.5056; number 27, O, carries -1.0000; number 28, H, carries 0.4763; number 29, H, carries 0.4850; number 30, O, carries -0.9569; number 31, H, carries 0.4719; number 32, H, carries 0.4801; number 33, O, carries -0.9480; number 34, H, carries 0.4988; number 35, H, carries 0.4632; number 36, O, carries -0.9718

(2)
# C5H23N10O6

A cluster of 6 separate species, C5H23N10O6 in total (ωB97M-V/def2-TZVPD, the OMol25 dataset).

Last columns: bonded neighbours and bond lengths (Å).
Cartesian coordinates (Å):
1 O -0.6848 -0.2972 0.0364  H2 1.007, H3 0.998, H4 0.987
2 H -0.4653 -0.6806 -0.8683  O1 1.007
3 H -0.1560 0.5374 0.1774  O1 0.998
4 H -0.5655 -1.0104 0.7077  O1 0.987
5 C 0.2889 -2.6901 2.8437  O6 1.234, N7 1.367, N8 1.351
6 O 0.1120 -1.7959 2.0117  C5 1.234
7 N 0.7714 -3.9137 2.4719  C5 1.367, H9 1.006, H10 1.004
8 N -0.0231 -2.5179 4.1468  C5 1.351, H11 1.004, H12 1.003
9 H 0.9381 -3.9487 1.4803  N7 1.006
10 H 1.2995 -4.5069 3.0858  N7 1.004
11 H 0.1363 -3.2443 4.8208  N8 1.004
12 H -0.4992 -1.6804 4.4254  N8 1.003
13 C -2.0373 2.5521 -1.2945  O14 1.225, N15 1.376, N16 1.370
14 O -2.3919 2.2213 -0.1700  C13 1.225
15 N -0.7266 2.5630 -1.7141  C13 1.376, H17 1.006, H18 1.005
16 N -2.9499 2.7638 -2.2942  C13 1.370, H19 1.004, H20 1.001
17 H -0.5118 3.1876 -2.4727  N15 1.006
18 H 0.0003 2.3675 -1.0479  N15 1.005
19 H -2.6255 3.0644 -3.1957  N16 1.004
20 H -3.9363 2.7402 -2.1233  N16 1.001
21 C 2.8681 -0.4041 -0.6354  O22 1.225, N23 1.366, N24 1.361
22 O 1.9338 -0.6497 -1.3886  C21 1.225
23 N 3.3925 -1.3416 0.2081  C21 1.366, H25 1.002, H26 1.003
24 N 3.4356 0.8313 -0.5654  C21 1.361, H27 1.001, H28 1.003
25 H 2.8895 -2.2007 0.3181  N23 1.002
26 H 4.1403 -1.1210 0.8390  N23 1.003
27 H 3.0528 1.5728 -1.1184  N24 1.001
28 H 4.1690 1.0338 0.0881  N24 1.003
29 C 0.4239 2.1546 2.2003  O30 1.231, N31 1.360, N32 1.361
30 O 0.4996 1.7218 1.0505  C29 1.231
31 N -0.7593 2.6218 2.6820  C29 1.360, H33 1.004, H34 1.009
32 N 1.5064 2.2871 3.0140  C29 1.361, H35 1.002, H36 1.002
33 H -0.8929 2.8197 3.6569  N31 1.004
34 H -1.5610 2.6060 2.0696  N31 1.009
35 H 1.4163 2.6764 3.9330  N32 1.002
36 H 2.3796 1.9688 2.6394  N32 1.002
37 C -1.5945 -1.4454 -3.3312  O38 1.226, N39 1.363, N40 1.365
38 O -0.9229 -1.1325 -2.3545  C37 1.226
39 N -2.8854 -1.8742 -3.2446  C37 1.363, H41 1.002, H42 1.003
40 N -1.0683 -1.3451 -4.5870  C37 1.365, H43 1.002, H44 1.004
41 H -3.3768 -1.7441 -2.3811  N39 1.002
42 H -3.3581 -2.0835 -4.1043  N39 1.003
43 H -1.5273 -1.6866 -5.4094  N40 1.002
44 H -0.1343 -0.9771 -4.6062  N40 1.004

The relative energy (zero: lowest compared OMol25 entry of this formula, charge and spin) is 0.000 eV. The total charge is +1. As for the total energy: -1203.3389 Eh.

Here is what natural (NBO) gives for the atomic charges, in e: number 1, O, carries -0.8335; number 2, H, carries 0.5709; number 3, H, carries 0.5573; number 4, H, carries 0.5572; number 5, C, carries 0.8013; number 6, O, carries -0.7430; number 7, N, carries -0.8323; number 8, N, carries -0.8158; number 9, H, carries 0.4082; number 10, H, carries 0.4042; number 11, H, carries 0.4014; number 12, H, carries 0.4164; number 13, C, carries 0.7817; number 14, O, carries -0.6867; number 15, N, carries -0.8525; number 16, N, carries -0.8398; number 17, H, carries 0.3849; number 18, H, carries 0.4155; number 19, H, carries 0.3852; number 20, H, carries 0.4128; number 21, C, carries 0.7786; number 22, O, carries -0.6850; number 23, N, carries -0.8408; number 24, N, carries -0.8377; number 25, H, carries 0.4058; number 26, H, carries 0.3872; number 27, H, carries 0.4110; number 28, H, carries 0.3850; number 29, C, carries 0.8088; number 30, O, carries -0.7477; number 31, N, carries -0.8295; number 32, N, carries -0.8251; number 33, H, carries 0.3911; number 34, H, carries 0.4437; number 35, H, carries 0.4023; number 36, H, carries 0.4117; number 37, C, carries 0.8056; number 38, O, carries -0.7219; number 39, N, carries -0.8285; number 40, N, carries -0.8356; number 41, H, carries 0.4169; number 42, H, carries 0.3931; number 43, H, carries 0.3978; number 44, H, carries 0.4203

(3)
# C5H23N2O5

A cluster of 5 separate species, C5H23N2O5 in total (ωB97M-V/def2-TZVPD, the OMol25 dataset).

Last columns: bonded neighbours and bond lengths (Å).
Cartesian coordinates (Å):
1 N -1.9927 -0.8116 0.0033  C2 1.544, H9 1.015, H10 1.030, H11 1.045
2 C -0.8585 0.1932 0.3007  N1 1.544, C3 1.520, C5 1.540, H12 1.099
3 C -1.2539 1.5379 -0.2888  C2 1.520, O4 1.421, H13 1.095, H14 1.111
4 O -2.5699 1.5043 -0.8243  C3 1.421, H15 0.960
5 C 0.5105 -0.3895 -0.0971  C2 1.540, N6 1.448, H16 1.105, H17 1.091
6 N 1.4491 0.7064 0.0251  C5 1.448, C7 1.458, C8 1.470
7 C 2.1884 0.7885 1.2791  N6 1.458, H18 1.093, H19 1.102, H20 1.089
8 C 2.3586 0.8600 -1.1195  N6 1.470, H21 1.094, H22 1.087, H23 1.098
9 H -2.8796 -0.4856 0.3744  N1 1.015
10 H -2.0697 -0.8586 -1.0229  N1 1.030
11 H -1.7981 -1.7432 0.4336  N1 1.045
12 H -0.9620 0.2672 1.3921  C2 1.099
13 H -1.1450 2.2762 0.5130  C3 1.095
14 H -0.5577 1.8357 -1.1019  C3 1.111
15 H -2.9311 2.3912 -0.7538  O4 0.960
16 H 0.4147 -0.6659 -1.1627  C5 1.105
17 H 0.7415 -1.3154 0.4320  C5 1.091
18 H 1.9889 -0.0888 1.8994  C7 1.093
19 H 3.2882 0.8182 1.2185  C7 1.102
20 H 1.9911 1.6982 1.8451  C7 1.089
21 H 3.2770 0.2655 -1.1214  C8 1.094
22 H 1.8114 0.5339 -1.9998  C8 1.087
23 H 2.7263 1.8936 -1.1558  C8 1.098
24 H 4.0580 4.2026 0.5185  O26 0.945
25 H 4.5791 3.3573 1.6934  O26 0.955
26 O 4.1664 3.3181 0.8331  H24 0.945, H25 0.955
27 H -2.5939 -0.9234 -3.5990  O29 0.958
28 H -1.1914 -0.5233 -3.2818  O29 0.975
29 O -1.9468 -1.0049 -2.8976  H27 0.958, H28 0.975
30 H -1.0203 -1.9174 2.9528  O32 0.960
31 H -1.1599 -3.0601 1.9836  O32 0.963
32 O -0.9017 -2.1337 2.0255  H30 0.960, H31 0.963
33 H -2.3365 -4.0962 -0.4908  O35 0.970
34 H -2.7432 -4.6393 0.8144  O35 0.959
35 O -2.6371 -3.7909 0.3796  H33 0.970, H34 0.959

The relative energy (zero: lowest compared OMol25 entry of this formula, charge and spin) is 1.713 eV. The total charge is +1. As for the total energy: -689.7644 Eh.

Here is what natural (NBO) gives for the atomic charges, in e: number 1, N, carries -0.7199; number 2, C, carries -0.0415; number 3, C, carries -0.0912; number 4, O, carries -0.7425; number 5, C, carries -0.2251; number 6, N, carries -0.4661; number 7, C, carries -0.4249; number 8, C, carries -0.4015; number 9, H, carries 0.4366; number 10, H, carries 0.4593; number 11, H, carries 0.4727; number 12, H, carries 0.2081; number 13, H, carries 0.1967; number 14, H, carries 0.1885; number 15, H, carries 0.4946; number 16, H, carries 0.1882; number 17, H, carries 0.2174; number 18, H, carries 0.1855; number 19, H, carries 0.2166; number 20, H, carries 0.2034; number 21, H, carries 0.1843; number 22, H, carries 0.1803; number 23, H, carries 0.2198; number 24, H, carries 0.4768; number 25, H, carries 0.4774; number 26, O, carries -0.9515; number 27, H, carries 0.4966; number 28, H, carries 0.4872; number 29, O, carries -0.9582; number 30, H, carries 0.4929; number 31, H, carries 0.4962; number 32, O, carries -0.9677; number 33, H, carries 0.4850; number 34, H, carries 0.4884; number 35, O, carries -0.9627